(1)
Entry from the OMol25 dataset: a cluster of 12 separate species, C7H34O12 in total (the ωB97M-V functional and the def2-TZVPD basis).

Geometry as XYZ:
```
53
Properties=species:S:1:pos:R:3:forces:R:3:mulliken_charge:R:1
C 0.2927 -1.2709 -0.0090 -0.4 1.3 1.1 1.065
O 1.0941 -1.1720 -1.1747 -0.2 -0.7 -0.6 -0.446
C 0.2783 0.1706 0.6204 -0.3 -1.8 -0.9 -0.075
C 0.5834 0.1417 2.1061 0.3 1.0 0.4 -1.022
C 1.8589 -0.5224 2.5717 1.7 0.2 -0.6 0.822
C 1.9551 -1.1578 3.7358 -1.6 0.3 -0.1 -1.262
C 3.6873 -1.4635 1.2131 1.2 0.8 0.2 -0.942
C 3.0133 -0.3936 1.6176 -1.6 -0.9 0.2 -0.065
H -0.7619 -1.5147 -0.1567 0.2 -0.4 -0.9 -0.633
H 0.6429 -2.0243 0.6870 0.4 0.0 0.1 -0.174
H 1.7987 -1.8240 -1.1852 0.0 0.0 0.2 0.215
H 0.9309 0.6754 -0.0931 0.5 0.6 0.8 -0.312
H -0.7157 0.5843 0.4383 0.2 0.1 0.4 0.584
H 0.6032 1.1968 2.4127 -0.2 -0.1 0.4 0.332
H -0.2141 -0.3848 2.6303 -0.3 0.3 0.0 0.310
H 1.0411 -1.0680 4.3209 0.2 -0.5 0.3 0.259
H 2.7031 -1.8400 4.1050 0.6 0.5 0.0 0.543
H 4.4708 -1.3445 0.4743 0.0 -0.2 -0.1 0.344
H 3.6905 -2.3832 1.7818 -0.4 -0.2 -0.2 0.214
H 3.0660 0.5763 1.1364 0.3 -0.1 -0.2 0.320
H -0.0719 4.8081 0.0566 -0.1 0.1 0.1 0.286
H -1.1477 4.0325 0.8487 -0.1 -0.1 -0.1 0.253
O -0.4036 3.9246 0.2418 0.1 -0.1 -0.1 -0.526
H 1.7587 -0.3153 -4.0536 0.4 0.2 -0.5 0.354
H 2.2283 1.0711 -4.3102 0.2 0.1 -0.1 0.303
O 2.5454 0.1630 -4.3684 -0.1 -0.2 0.2 -0.654
H -2.1018 0.5574 -1.3559 -0.1 0.5 0.1 0.251
H -2.5702 -0.6188 -0.6431 -0.5 -0.1 0.3 0.368
O -2.6222 0.3479 -0.5658 0.2 -0.6 -0.6 -0.592
H -2.8486 -3.3857 0.8070 0.1 -0.2 -0.2 0.313
H -2.6925 -3.2214 -0.7401 0.1 0.0 0.0 0.287
O -3.2550 -3.0175 0.0169 -0.1 0.4 0.1 -0.626
H 1.6576 2.8496 -0.7815 0.1 -0.1 -0.2 0.243
H 2.2615 4.0219 -0.1069 0.2 0.1 0.0 0.325
O 2.3467 3.5133 -0.9217 -0.4 0.0 0.3 -0.621
H -0.9925 3.1072 -3.4429 0.1 0.1 -0.1 0.298
H -0.0723 3.5962 -2.3439 0.1 -0.2 0.2 0.295
O -0.1628 2.8921 -2.9995 -0.4 0.4 -0.1 -0.615
H -4.3644 -0.1079 1.6019 -0.2 0.0 0.1 0.321
H -3.3611 -0.9723 2.2435 0.0 0.0 0.3 0.302
O -4.0670 -0.3596 2.4873 0.3 0.0 -0.6 -0.638
H 1.9648 -3.5565 2.9781 -0.1 0.1 -0.1 0.294
H 1.6924 -3.8355 1.5014 0.1 -0.1 0.0 0.301
O 1.2569 -3.7394 2.3530 -0.2 -0.3 -0.1 -0.625
H 0.6776 -0.0159 -2.6136 -0.4 0.2 0.5 0.292
H -0.3093 1.0727 -3.2181 0.7 -0.1 0.3 0.303
O 0.0204 0.1659 -3.2968 -0.8 -0.5 -0.4 -0.568
H -2.6139 2.2824 2.4555 0.2 0.5 0.2 0.335
H -3.7794 2.1969 1.6269 -0.3 0.5 -0.3 0.290
O -3.2182 2.8900 2.0030 0.3 -0.9 0.0 -0.627
H -1.3340 -2.1752 -3.1375 0.0 0.2 0.1 0.291
H -2.8448 -2.1666 -3.3586 0.0 0.0 0.1 0.290
O -2.1725 -2.3595 -2.6959 0.0 -0.1 0.0 -0.580
```
Forces are in eV/Å.

Calculated values
Net charge: 0
SMILES: C=CC(=C)CCCO.O.O.O.O.O.O.O.O.O.O.O
Relative energy (zero: lowest compared OMol25 entry of this formula, charge and spin), kcal/mol: 82.7
Kohn-Sham gap, eV: 9.3
LUMO, eV: 0.1
HOMO energy, eV: -9.24

(2)
Entry from the OMol25 dataset: a structure of composition C44H54BrIN2O3ScSi2 (the ωB97M-V functional and the def2-TZVPD basis).

Geometry as XYZ:
```
108
Properties=species:S:1:pos:R:3:forces:R:3:mulliken_charge:R:1
Sc 1.3348 0.7449 0.2052 0.3 0.5 0.6 -0.227
C 4.2762 -1.9385 -2.2779 0.1 0.0 0.0 -0.314
C 4.5742 -0.4798 -2.4002 0.1 0.0 -0.1 0.235
N 5.6100 -0.1141 -3.1248 -0.1 0.1 0.0 -0.633
C 5.9174 1.1887 -3.2382 0.0 0.0 0.0 -1.034
C 5.2214 2.1958 -2.6172 0.0 0.0 0.0 0.938
C 5.6702 3.6255 -2.7811 0.0 0.0 0.0 -0.947
O 6.0585 4.2347 -1.5526 0.0 -0.1 0.0 -0.516
C 4.1067 1.8234 -1.8301 -0.1 0.3 0.1 -0.325
C 3.4356 2.8368 -1.0402 0.2 -0.1 -0.1 -0.289
N 2.4652 2.6584 -0.2052 -0.3 0.0 0.0 0.579
C 2.1425 3.7988 0.6018 0.0 -0.2 0.0 -0.536
C 1.8348 5.0335 0.0519 0.0 0.0 0.0 0.589
C 1.5948 6.1204 0.8789 0.0 0.0 0.0 -0.979
C 1.6696 5.9798 2.2562 0.0 0.0 0.0 -0.726
C 1.9569 4.7437 2.8180 0.0 0.0 -0.1 -0.443
C 2.1762 3.6598 1.9850 -0.1 0.4 0.0 0.011
I 2.6062 1.8166 2.8318 0.1 -0.4 0.0 0.123
C 3.7614 0.4766 -1.7375 -0.3 -0.1 0.1 0.314
O 2.7068 0.0897 -1.0401 0.1 0.1 -0.1 -0.261
H 4.4891 -2.4368 -3.2220 0.0 0.0 0.0 0.431
H 3.2448 -2.1020 -1.9895 0.0 0.1 -0.1 -0.543
H 4.9124 -2.3888 -1.5119 0.0 0.0 0.0 0.321
H 6.7769 1.4234 -3.8559 0.0 0.0 0.0 0.347
H 4.8636 4.2456 -3.1746 0.0 0.0 0.0 0.348
H 6.4849 3.6633 -3.5069 0.0 0.0 0.0 0.407
H 6.8036 3.7431 -1.1900 0.0 0.0 0.0 0.337
H 3.8705 3.8323 -1.0948 0.0 0.0 0.0 0.719
H 1.7725 5.1355 -1.0245 0.0 0.0 0.0 0.586
H 1.3466 7.0781 0.4423 0.0 0.0 0.0 0.411
H 1.4926 6.8298 2.9014 0.0 0.0 0.0 0.436
H 1.9954 4.6233 3.8917 0.0 0.0 0.0 0.432
C -1.5850 -3.8793 2.1329 0.0 0.0 0.0 -1.721
C -1.8294 -4.2148 0.6521 0.0 -0.1 0.0 2.902
C -3.0933 -3.4556 0.2338 0.0 0.0 0.0 -2.027
C -2.1095 -5.7290 0.5304 -0.1 0.0 0.0 -1.876
Si -0.3787 -3.8233 -0.5050 0.1 0.0 0.0 -1.275
Br 0.3238 -1.7109 0.2626 -0.2 -0.2 0.4 0.620
C 1.1838 -4.8717 -0.2268 0.0 -0.2 -0.1 3.062
C 2.4857 -4.2311 -0.7240 -0.1 -0.1 0.0 -2.343
C 0.9893 -6.2021 -0.9874 0.1 0.0 0.0 -1.823
C 1.3880 -5.1799 1.2644 0.0 0.0 0.0 -2.049
C -0.8551 -3.4739 -2.3110 -0.1 -0.1 0.0 2.414
C 0.3859 -3.2883 -3.1919 0.0 0.0 0.0 -1.986
C -1.7332 -2.2248 -2.5022 0.0 -0.1 0.0 -1.876
C -1.6327 -4.7046 -2.8277 0.0 0.0 -0.1 -1.763
H -2.4746 -4.1852 2.6928 0.0 0.0 0.0 0.539
H -1.4541 -2.8095 2.2921 0.0 0.1 0.0 0.147
H -0.7320 -4.3971 2.5655 0.0 0.0 0.0 0.378
H -3.8872 -3.7017 0.9438 0.0 0.0 0.0 0.718
H -3.4492 -3.7325 -0.7575 0.0 0.0 0.0 0.315
H -2.9589 -2.3722 0.2697 0.0 0.0 0.0 0.130
H -3.0122 -5.9604 1.1039 0.0 0.0 0.0 0.536
H -1.3043 -6.3418 0.9332 0.0 0.0 0.0 0.380
H -2.2926 -6.0464 -0.4988 0.0 0.0 0.1 0.325
H 2.5122 -4.0910 -1.8011 0.0 0.0 0.0 0.339
H 3.3091 -4.9033 -0.4638 0.0 0.0 0.0 0.559
H 2.6852 -3.2695 -0.2524 0.0 0.0 0.1 0.360
H 0.8975 -6.0537 -2.0640 0.1 0.0 0.0 0.343
H 0.1189 -6.7650 -0.6479 0.0 0.0 0.0 0.319
H 1.8684 -6.8322 -0.8221 0.0 0.0 0.0 0.542
H 1.5244 -4.2720 1.8555 0.0 0.0 0.0 0.328
H 2.2967 -5.7800 1.3689 0.0 0.0 0.0 0.578
H 0.5729 -5.7540 1.7005 0.0 0.0 0.0 0.394
H 0.9805 -2.4277 -2.8817 0.0 0.1 0.0 0.208
H 0.0539 -3.1085 -4.2187 0.0 0.0 0.0 0.631
H 1.0323 -4.1650 -3.2117 0.0 0.0 0.0 0.341
H -1.3012 -1.3312 -2.0531 0.0 0.0 0.0 0.211
H -2.7378 -2.3465 -2.1049 0.0 0.0 0.0 0.339
H -1.8252 -2.0412 -3.5767 0.0 0.0 0.0 0.585
H -1.0589 -5.6302 -2.7571 0.0 0.0 0.0 0.286
H -1.8665 -4.5501 -3.8853 0.0 0.0 0.0 0.525
H -2.5765 -4.8548 -2.3047 0.0 0.0 0.0 0.337
O -0.2400 1.4229 1.0019 -0.1 0.0 -0.4 0.942
Si -1.7397 2.0143 1.3965 0.3 0.0 -0.4 -0.533
C -2.0625 3.4119 0.1901 0.0 0.1 -0.1 0.113
C -1.2042 3.7117 -0.8650 0.0 0.0 -0.1 -0.032
C -1.4841 4.7332 -1.7670 0.0 0.0 0.0 -0.674
C -2.6417 5.4802 -1.6228 0.0 0.0 0.0 -0.544
C -3.5145 5.2017 -0.5765 0.0 0.0 0.0 -0.808
C -3.2253 4.1816 0.3147 0.0 0.0 0.0 0.152
C -3.1079 0.7645 1.1191 -0.2 -0.1 0.0 0.768
C -3.6028 -0.1060 2.0986 0.1 0.0 0.0 -0.429
C -4.7761 -0.8224 1.9128 0.0 0.0 0.0 -0.918
C -5.4793 -0.7050 0.7228 0.0 -0.1 0.0 -0.490
C -4.9800 0.0975 -0.2914 0.1 0.0 0.0 -0.925
C -3.8137 0.8245 -0.0904 0.0 0.0 0.0 -0.079
C -1.7084 2.7724 3.1005 0.0 0.1 0.1 0.907
C -2.1501 2.1969 4.2958 0.1 0.0 0.0 -0.382
C -2.0691 2.8801 5.5010 0.0 0.0 0.0 -0.863
C -1.5448 4.1638 5.5395 0.0 0.0 0.0 -0.655
C -1.1059 4.7611 4.3671 0.0 0.0 0.0 -0.851
C -1.1917 4.0725 3.1657 0.0 0.0 0.0 -0.094
H -0.2899 3.1416 -0.9993 0.0 0.0 0.0 0.083
H -0.8005 4.9447 -2.5806 0.0 0.0 0.0 0.431
H -2.8679 6.2746 -2.3223 0.0 0.0 0.0 0.398
H -4.4212 5.7812 -0.4601 0.0 0.0 0.0 0.426
H -3.9190 3.9828 1.1257 0.0 0.0 0.0 0.457
H -3.0788 -0.2276 3.0373 0.0 0.0 0.0 0.240
H -5.1466 -1.4638 2.7027 0.0 0.0 0.0 0.458
H -6.4082 -1.2439 0.5842 0.0 0.0 0.0 0.430
H -5.5125 0.1823 -1.2303 0.0 0.0 0.0 0.455
H -3.4757 1.4881 -0.8783 0.0 0.0 0.0 0.410
H -2.5710 1.2024 4.3057 0.0 0.0 0.0 0.170
H -2.4255 2.4126 6.4097 0.0 0.0 0.0 0.439
H -1.4901 4.7005 6.4780 0.0 0.0 0.0 0.404
H -0.7120 5.7701 4.3863 0.0 0.0 0.0 0.464
H -0.8719 4.5676 2.2552 0.0 0.0 0.0 0.390
```
Forces are in eV/Å.

Calculated values
Net charge: +1
Relative energy (zero: lowest compared OMol25 entry of this formula, charge and spin), kcal/mol: 27.7
Kohn-Sham gap, eV: 7.7
LUMO, eV: -3.4
HOMO energy, eV: -11.07

(3)
Entry from the OMol25 dataset: a cluster of 2 separate species, C4H12S in total (the ωB97M-V functional and the def2-TZVPD basis).

Geometry as XYZ:
```
17
Properties=species:S:1:pos:R:3:forces:R:3:mulliken_charge:R:1
C -2.3403 -0.3779 -0.0817 0.4 -0.1 0.8 -0.685
C -3.4967 -0.9155 -0.9149 0.1 0.3 -0.6 -0.886
H -2.2402 -0.9254 0.8566 -0.1 -0.1 0.1 0.285
H -1.3491 -0.4305 -0.5278 -0.1 -0.1 -0.4 0.165
H -2.4772 0.6592 0.2184 -0.1 0.1 -0.1 0.313
H -3.9577 -1.8192 -0.5275 0.0 0.0 0.3 0.276
H -3.1903 -1.1744 -1.9276 0.1 0.1 -0.1 0.285
H -4.2512 -0.1379 -1.0200 -0.2 -0.2 0.0 0.248
C 1.8059 -0.0766 1.4933 -0.1 0.1 -1.2 -0.815
C 3.3487 1.2274 -0.6341 0.4 -0.7 0.5 -0.809
S 1.6697 0.8811 -0.0798 -0.4 0.0 0.4 -0.043
H 2.6561 0.2434 2.0867 -0.1 0.1 0.1 0.355
H 0.8481 0.1247 1.9654 0.1 0.0 0.3 0.256
H 1.8585 -1.1401 1.2721 0.2 0.0 0.1 0.255
H 4.0357 1.1008 0.2020 0.0 0.3 0.1 0.234
H 3.3983 2.2481 -0.9966 0.0 0.0 -0.1 0.295
H 3.6815 0.5127 -1.3844 -0.1 0.1 -0.2 0.271
```
Forces are in eV/Å.

Calculated values
Net charge: 0
SMILES: CSC.CC
Relative energy (zero: lowest compared OMol25 entry of this formula, charge and spin), kcal/mol: 8.2
Kohn-Sham gap, eV: 9.6
LUMO, eV: 1.1
HOMO energy, eV: -8.46

(4)
Entry from the OMol25 dataset: a cluster of 2 separate species, C17H21Cl2N2O2P in total (the ωB97M-V functional and the def2-TZVPD basis).

Geometry as XYZ:
```
45
Properties=species:S:1:pos:R:3:forces:R:3:mulliken_charge:R:1
N -1.1647 -3.0721 2.7771 2.3 1.4 -0.1 -0.514
C -0.1578 -2.4757 2.7364 -2.6 -1.6 -0.1 -0.265
C 1.0597 -1.7460 2.6974 -0.3 1.8 -0.2 0.981
C 1.0535 -0.3751 2.6066 -0.5 -1.5 0.4 1.039
C -0.1703 0.3567 2.5033 -2.5 1.7 0.3 -0.430
N -1.1667 0.9678 2.3941 2.6 -1.5 1.0 -0.475
C 2.3062 0.4126 2.6685 0.2 1.9 -0.9 0.284
O 2.2973 1.6272 2.4661 0.1 -2.3 0.6 -0.559
C 3.5567 -0.3649 2.8881 0.1 -1.1 0.1 0.282
Cl 4.9695 0.5493 3.0887 0.1 0.1 0.0 -0.120
C 3.5692 -1.7305 2.9119 -0.1 1.0 0.1 0.168
Cl 4.9932 -2.6241 3.1536 0.0 0.0 -0.1 -0.119
C 2.3071 -2.5265 2.8155 0.5 -1.9 0.4 0.306
O 2.2854 -3.7532 2.9024 0.1 2.2 -0.3 -0.581
C -2.3950 -0.4435 -2.4356 -0.4 -0.4 -0.1 -1.636
C -2.0701 -0.6774 -0.9675 0.6 0.3 0.1 0.445
C -3.2816 -0.4822 -0.0599 -0.2 -0.2 0.0 -1.532
P -0.6159 0.3550 -0.3926 0.1 -0.5 -0.9 0.622
C 0.7003 -0.3133 -1.5424 -0.5 0.3 -0.4 0.560
C 0.7678 -1.8437 -1.5892 0.1 0.2 -0.1 -1.652
C 2.0709 0.2916 -1.2251 0.1 -0.1 -0.2 -1.393
C -0.9440 1.9910 -1.2475 0.1 -0.3 -0.3 0.436
C 0.1203 3.0276 -0.8703 0.0 0.1 0.0 -1.424
C -2.3480 2.5631 -1.0224 0.0 0.2 0.0 -1.812
H -3.2343 -1.0930 -2.7061 0.0 0.1 -0.2 0.489
H -2.7069 0.5862 -2.6223 0.1 -0.3 -0.1 0.247
H -1.5604 -0.6851 -3.1011 -0.1 0.0 0.1 0.304
H -1.7254 -1.7137 -0.8301 -0.1 0.2 0.0 0.488
H -4.0478 -1.2070 -0.3591 0.0 0.1 0.1 0.481
H -3.0267 -0.6611 0.9909 -0.1 0.1 -0.2 0.312
H -3.7169 0.5181 -0.1539 0.1 -0.2 0.1 0.249
H 0.3697 0.0536 -2.5270 0.4 -0.3 0.0 0.425
H 1.6508 -2.1156 -2.1834 -0.2 -0.1 0.2 0.524
H 0.8695 -2.2768 -0.5831 0.0 0.0 -0.2 0.214
H -0.1077 -2.2781 -2.0886 0.2 0.0 0.3 0.295
H 2.8399 -0.3130 -1.7241 0.0 0.2 0.2 0.494
H 2.1577 1.3131 -1.6095 0.1 -0.3 0.2 0.235
H 2.2761 0.3015 -0.1447 0.0 0.0 -0.2 0.133
H -0.8318 1.7508 -2.3160 -0.1 0.3 0.1 0.443
H -0.2294 4.0198 -1.1906 0.2 -0.2 0.2 0.465
H 0.2990 3.0467 0.2157 0.0 0.1 -0.3 0.229
H 1.0663 2.8366 -1.3884 -0.2 0.1 0.3 0.246
H -2.3597 3.5868 -1.4241 -0.1 -0.2 0.2 0.472
H -3.1300 2.0149 -1.5593 0.2 0.1 0.4 0.337
H -2.5949 2.6014 0.0477 0.0 0.1 -0.3 0.308
```
Forces are in eV/Å.

Calculated values
Net charge: 0
SMILES: N#CC1=C(C#N)C(=O)C(Cl)=C(Cl)C1=O.CC(C)P(C(C)C)C(C)C
Relative energy (zero: lowest compared OMol25 entry of this formula, charge and spin), kcal/mol: 3.6
Kohn-Sham gap, eV: 4.8
LUMO, eV: -3.2
HOMO energy, eV: -8.03